C3H9N5 | ωB97M-V/def2-TZVPD

Output
LUMO in Ha: -0.362
Charge: +2
Relative energy (zero: lowest compared OMol25 entry of this formula, charge and spin) in eV: 2.510
Max |F| in eV Å⁻¹: 2.99
SMILES: [H]/N=N/C(=[NH2+])NC(C)=[NH2+]
Orbital gap in Eh: 0.327

Each line ends with the natural charge from an NBO analysis.
Element x y z (Å)
N (1.3410, 1.7048, 0.3389)  -0.14
N (1.5821, 0.5395, 0.5741)  -0.11
N (-0.0535, -1.0480, 0.1741)  -0.60
N (2.1991, -1.4786, -0.3688)  -0.67
N (-2.3336, -0.4472, 0.6045)  -0.63
C (-1.1017, 1.1355, -0.7457)  -0.74
C (-1.1860, -0.1691, -0.0106)  0.64
C (1.2438, -0.6233, -0.0232)  0.63
H (-1.3961, 1.9386, -0.0078)  0.30
H (-1.8120, 1.0727, -1.6431)  0.33
H (-3.0614, 0.2071, 0.7344)  0.45
H (-2.4040, -1.1184, 1.3421)  0.44
H (-0.0020, -2.0098, 0.6205)  0.48
H (-0.0910, 1.2655, -1.2529)  0.28
H (3.0748, -1.0604, -0.3241)  0.44
H (1.8616, 2.3724, 1.0586)  0.41
H (2.1389, -2.2815, -1.0709)  0.49

C16H11Cl5CoN2O4Se | ωB97M-V/def2-TZVPD

Output
LUMO (spin up / spin down) in Ha: 0.084 / -0.007
Spin multiplicity: 5
Charge: -1
Relative energy (zero: lowest compared OMol25 entry of this formula, charge and spin) in eV: 0.251
Max |F| in eV Å⁻¹: 0.22
Orbital gap (spin up / spin down) in Eh: 0.279 / 0.191

Each line ends with the Löwdin spin population.
Element x y z (Å)
Se (0.4538, 1.1802, -2.2480)  0.73
Co (-0.3103, -0.2897, -0.2306)  2.73
Cl (4.3922, -6.0896, -0.6457)  0.00
Cl (1.9229, -5.3597, -2.4272)  0.00
Cl (0.4175, -2.6479, -1.9682)  0.01
Cl (3.7870, -1.3834, 1.9819)  0.00
Cl (5.3266, -4.0840, 1.5616)  0.00
O (-2.0622, -0.6778, -1.1225)  0.06
O (-1.8045, 0.5988, 3.4665)  0.02
O (-4.1935, -1.2080, -0.6985)  0.01
O (1.5561, -1.0292, 0.1858)  0.04
N (0.6353, 1.3865, 0.9944)  0.04
N (-1.4327, -0.2935, 1.3702)  0.07
C (-3.0684, -0.9064, -0.3289)  0.00
C (3.2834, -2.5075, 0.7704)  0.00
C (0.2157, 0.4189, -6.3011)  -0.01
C (2.4478, -4.2728, -1.1924)  0.00
C (-2.7714, -0.7952, 1.1727)  0.00
C (0.2959, 0.9795, 2.3750)  0.00
C (0.5789, 0.9312, -5.0681)  0.06
C (3.9602, -3.7001, 0.5783)  0.00
C (1.7715, -3.0798, -0.9956)  0.00
C (-1.5037, -0.9049, -5.2463)  -0.01
C (3.5495, -4.6003, -0.4062)  0.00
C (2.1544, -2.1431, -0.0056)  0.01
C (-1.1193, 0.4002, 2.4578)  0.01
C (-0.8260, -0.4988, -6.3902)  0.07
C (-0.0873, 0.5053, -3.9127)  0.07
C (-1.1379, -0.4155, -4.0025)  0.06
H (0.7395, 0.7368, -7.1935)  0.00
H (0.9972, 0.1979, 2.6704)  0.00
H (-1.6611, -0.7157, -3.0980)  0.00
H (-2.9063, -1.7984, 1.5931)  0.00
H (0.2890, 2.3229, 0.8208)  0.00
H (0.3682, 1.8006, 3.0898)  0.00
H (-1.1114, -0.8961, -7.3563)  0.00
H (-3.5290, -0.1614, 1.6382)  0.00
H (1.6408, 1.3883, 0.8673)  0.00
H (1.3807, 1.6534, -4.9847)  0.00
H (-2.3190, -1.6129, -5.3190)  0.00

C24H26BF3NO3 | ωB97M-V/def2-TZVPD

Output
LUMO in Ha: -0.096
Charge: +1
Relative energy (zero: lowest compared OMol25 entry of this formula, charge and spin) in eV: 0.000
Max |F| in eV Å⁻¹: 4.63
Orbital gap in Eh: 0.286

Each line ends with the natural charge from an NBO analysis.
Element x y z (Å)
F (-2.3609, -7.1768, -0.6860)  -0.32
F (-0.4963, -6.7997, -1.7590)  -0.32
F (-0.5096, -6.9067, 0.4307)  -0.35
O (1.5058, -3.6605, 0.7034)  -0.65
O (1.6615, -0.3563, 0.0581)  -0.43
O (0.7269, -3.2869, 2.9920)  -0.65
N (3.0962, -3.7014, 2.5282)  -0.47
C (-1.0273, -2.3270, 0.1108)  0.12
C (2.1755, 1.1133, 1.7020)  -0.33
C (2.5434, 0.5974, 0.4906)  0.27
C (-2.8277, 1.7730, 1.9046)  -0.19
C (-1.2161, -6.4443, -0.6595)  0.98
C (1.3500, -3.5953, 4.2825)  -0.09
C (-1.7605, -3.1383, 0.9624)  -0.24
C (-0.6591, -0.8416, 0.4540)  -0.36
C (1.0720, 0.3223, 2.0871)  -0.29
C (3.5352, -4.7031, 1.4630)  -0.24
C (-0.9566, -4.1033, -1.5097)  -0.18
C (-1.4009, -4.9662, -0.5278)  -0.17
C (-1.9066, -4.4856, 0.6711)  -0.16
C (-0.7537, -2.7818, -1.1751)  -0.22
C (2.8141, -4.0364, 4.0088)  -0.24
C (4.0082, -2.5048, 2.4351)  -0.42
C (-3.0814, 1.2769, 3.1913)  -0.21
C (3.5456, 1.0443, -0.4430)  -0.66
C (2.6201, -4.4266, 0.2366)  -0.09
C (-2.5015, 0.0967, 3.6470)  -0.20
C (-1.6627, -0.6427, 2.7988)  -0.25
C (-1.5979, -0.2258, 1.4692)  0.00
C (0.6006, -0.3348, 0.9283)  0.28
C (-2.0443, 1.0164, 1.0547)  -0.19
B (1.6793, -3.4788, 2.0302)  1.27
H (0.7558, 0.1568, 3.1286)  0.23
H (2.1469, -5.3035, -0.2072)  0.23
H (2.9438, -5.1137, 4.1692)  0.24
H (3.6796, 2.1185, -0.2877)  0.24
H (4.2250, -2.2853, 1.3826)  0.24
H (-0.3293, -2.0974, -1.9008)  0.22
H (4.9691, -2.6875, 2.9469)  0.24
H (-1.6861, 1.3370, 0.0663)  0.21
H (-0.8625, -0.3700, -0.5450)  0.24
H (-3.2779, 2.6776, 1.5014)  0.23
H (3.5234, -1.6246, 2.8814)  0.25
H (3.3595, -5.7181, 1.8363)  0.24
H (3.0902, -3.8484, -0.5669)  0.21
H (-1.0433, -1.4767, 3.1822)  0.22
H (-2.6559, -0.2848, 4.6558)  0.22
H (2.5856, 2.0233, 2.1865)  0.25
H (-2.1763, -2.7411, 1.8848)  0.24
H (3.2952, 0.8827, -1.4962)  0.24
H (1.2601, -2.6864, 4.8966)  0.21
H (-3.7317, 1.8474, 3.8445)  0.22
H (0.7315, -4.3874, 4.7319)  0.22
H (4.5795, -4.5300, 1.1686)  0.24
H (3.4897, -3.4429, 4.6469)  0.24
H (-2.3981, -5.1668, 1.3490)  0.23
H (-0.6982, -4.4853, -2.4893)  0.24
H (4.4924, 0.5244, -0.2363)  0.22

C20H50FNO8S | ωB97M-V/def2-TZVPD

Output
LUMO in Ha: 0.020
Charge: 0
Relative energy (zero: lowest compared OMol25 entry of this formula, charge and spin) in eV: 0.000
Max |F| in eV Å⁻¹: 2.43
SMILES: COCCCCCCCCCN(COC)S(=O)(=O)F.CCO.CCO.CCO.CCO
Orbital gap in Eh: 0.370

Each line ends with the Mulliken charge.
Element x y z (Å)
S (2.0856, 2.4948, 3.4411)  1.04
F (3.4219, 3.1274, 2.9811)  -0.22
O (1.6012, 0.3485, -7.0493)  -0.51
O (-6.2851, -0.5274, 3.7178)  -0.50
O (0.8902, -0.7984, 3.2735)  -0.48
O (2.1052, 1.8017, -3.7891)  -0.44
O (3.3307, -4.6940, 2.0283)  -0.48
O (2.2695, 2.1006, 4.7797)  -0.63
O (0.9983, 3.3850, 3.2475)  -0.54
O (-4.5022, 1.2128, -0.0411)  -0.37
N (2.0164, 1.1200, 2.5225)  0.34
C (-4.1308, 0.3758, 1.0393)  0.24
C (0.5004, 2.6513, 0.1754)  -0.95
C (4.5318, -5.2062, 2.6014)  -0.25
C (2.1705, -0.8224, -6.4634)  -0.15
C (0.0096, 1.6563, -0.9046)  -0.87
C (5.3742, -4.0935, 3.1973)  -0.99
C (-7.0640, -1.7173, 3.8243)  -0.31
C (-3.6172, -0.9495, 0.4644)  -0.98
C (-1.3647, 1.0067, -0.5495)  -0.55
C (2.4784, 1.2956, 1.1135)  -1.16
C (-2.1033, -1.1827, 0.6217)  -0.53
C (3.5453, -1.1039, -7.0416)  -1.00
C (0.7098, 0.4442, 2.6702)  -0.33
C (-7.7454, -2.0465, 2.5086)  -0.90
C (-1.2615, -0.5446, -0.4881)  -1.02
C (3.4428, 3.8206, -3.6005)  -1.07
C (2.0188, 2.5559, 0.3821)  -0.24
C (-5.3789, 2.2534, 0.3343)  -0.65
C (1.4007, -1.7714, 2.3693)  -0.37
C (3.4323, 2.3180, -3.8138)  -0.21
H (-1.8120, -0.8013, 1.6036)  0.12
H (0.7051, -1.8435, 1.5283)  0.08
H (4.2395, -5.9184, 3.3710)  0.28
H (0.3190, 3.6428, -0.2356)  0.55
H (5.0947, -5.7436, 1.8309)  0.27
H (-8.3305, -2.9638, 2.5880)  0.36
H (-4.9726, 0.1517, 1.7053)  0.04
H (3.9891, -1.9905, -6.5862)  0.32
H (3.4863, -1.2607, -8.1215)  0.33
H (1.4989, -1.6705, -6.6327)  0.30
H (4.8103, -3.5575, 3.9615)  0.25
H (-6.3857, -2.5180, 4.1141)  0.29
H (6.2864, -4.4887, 3.6465)  0.35
H (2.9766, 4.0730, -2.6468)  0.21
H (2.2348, -0.6447, -5.3910)  0.20
H (3.8968, 2.0643, -4.7730)  0.26
H (-8.4114, -1.2351, 2.2049)  0.31
H (-7.8061, -1.5891, 4.6189)  0.29
H (3.5565, 1.1636, 1.0648)  0.45
H (-6.0373, 2.4408, -0.5143)  0.25
H (1.5298, 0.1974, -7.9978)  0.28
H (-0.2099, -0.8056, -0.3881)  0.48
H (2.0659, 0.4539, 0.5613)  0.35
H (4.4614, 4.2119, -3.6076)  0.37
H (-6.8800, 0.1899, 3.4734)  0.27
H (-1.8988, -2.2538, 0.6056)  0.45
H (2.4073, -1.5480, 2.0153)  0.14
H (-3.3628, 0.8449, 1.6632)  0.21
H (3.9861, 1.8161, -3.0204)  0.30
H (2.4374, 2.4890, -0.6264)  -0.03
H (0.7599, 0.9061, -1.1463)  0.54
H (-1.6349, -0.9248, -1.4393)  0.46
H (-4.8323, 3.1800, 0.5256)  0.26
H (-2.0811, 1.3051, -1.3021)  0.68
H (-0.1646, 2.2169, -1.8194)  0.32
H (2.4358, 3.4694, 0.7985)  0.42
H (3.5812, -4.0711, 1.3376)  0.27
H (5.6519, -3.3663, 2.4301)  0.30
H (0.0441, 1.0122, 3.3150)  0.53
H (-0.0577, 2.5800, 1.1031)  0.56
H (0.2039, 0.3526, 1.7103)  0.09
H (-6.0173, 1.9933, 1.1800)  0.23
H (-4.1017, -1.7490, 1.0277)  0.32
H (-3.9185, -1.0889, -0.5709)  0.39
H (4.2084, -0.2542, -6.8749)  0.25
H (-7.0048, -2.1699, 1.7171)  0.17
H (1.3578, -2.7209, 2.8879)  0.33
H (2.8716, 4.3247, -4.3834)  0.35
H (1.6118, 2.2311, -4.4974)  0.26
H (-1.6688, 1.3566, 0.4332)  0.03

C7H14N2 | ωB97M-V/def2-TZVPD

Output
LUMO in Ha: 0.031
Charge: 0
Relative energy (zero: lowest compared OMol25 entry of this formula, charge and spin) in eV: 4.649
Max |F| in eV Å⁻¹: 3.46
Orbital gap in Eh: 0.364

Each line ends with the natural charge from an NBO analysis.
Element x y z (Å)
N (0.6234, -1.5589, 1.4830)  -0.71
N (0.5958, 0.7323, 2.0135)  -0.85
C (0.0384, 1.2514, -0.9909)  -0.65
C (0.2189, -0.3704, 1.2643)  0.42
C (2.1317, -0.9459, -1.8103)  -0.26
C (2.2088, 0.0254, -1.0823)  -0.23
C (-2.0190, 0.5389, 0.5764)  -0.63
C (-0.7253, -0.1105, 0.1298)  0.05
C (-0.9270, -1.2917, -0.7576)  -0.65
H (1.3276, 0.5993, 2.6951)  0.39
H (-2.6237, 0.8146, -0.2888)  0.22
H (-1.7847, -1.1653, -1.4153)  0.20
H (1.3353, -1.6127, 2.2104)  0.33
H (-0.1255, 2.0941, -0.3214)  0.17
H (-1.0298, -2.2111, -0.1864)  0.24
H (2.6292, 0.6533, -0.3341)  0.23
H (0.8158, 1.5969, -1.6626)  0.24
H (-2.5969, -0.1635, 1.1805)  0.23
H (-0.7640, 1.2050, -1.7224)  0.20
H (0.3213, 1.6558, 1.7240)  0.39
H (-1.8588, 1.4316, 1.1787)  0.21
H (2.2284, -1.7419, -2.5014)  0.24
H (-0.0199, -1.4266, -1.3823)  0.24

C18H34N3OPPtSi | ωB97M-V/def2-TZVPD

Output
LUMO (spin up / spin down) in Ha: 0.019 / -0.038
Spin multiplicity: 5
Charge: 0
Max |F| in eV Å⁻¹: 2.53
Orbital gap (spin up / spin down) in Eh: 0.167 / 0.254

Each line ends with the Löwdin spin population.
Element x y z (Å)
Pt (-0.2444, 0.3817, -0.0527)  1.27
P (-0.3571, 1.0145, -2.2480)  0.17
Si (-1.0817, 2.3744, 0.4622)  0.26
O (-1.5342, -1.1227, -0.8113)  0.38
N (1.7274, 0.0414, -0.2330)  0.84
N (0.0503, -0.5117, 1.8434)  0.11
N (-0.5955, -0.0325, 2.9373)  0.01
C (-2.1945, -3.2986, -0.0331)  0.01
C (1.9734, -2.1189, 1.4724)  0.01
C (0.1302, -0.4183, -3.2621)  0.05
C (5.2622, 2.1960, 0.0537)  0.17
C (2.7827, 0.8054, -0.0316)  0.08
C (-3.8386, -1.3822, -0.1112)  0.01
C (4.0485, 0.1259, -0.2007)  0.16
C (-0.1463, -0.5869, 4.0731)  0.01
C (0.8044, 2.3423, -2.7007)  0.02
C (-2.8895, 2.2426, 0.9233)  0.07
C (2.8445, 2.2057, 0.3368)  0.16
C (-2.0066, 1.5645, -2.8116)  0.02
C (-2.3891, -1.7922, 0.0903)  0.03
C (4.0662, 2.8741, 0.3340)  -0.01
C (5.2438, 0.8209, -0.2029)  -0.01
C (0.8297, -1.4886, 3.6834)  0.00
C (0.9581, -1.4263, 2.2888)  0.02
C (-0.6651, -0.1925, 5.3994)  0.00
H (1.1638, -0.6926, -3.0058)  0.00
H (-0.5335, -1.2607, -3.0269)  0.00
H (1.9291, -3.2011, 1.6524)  0.00
H (-4.1089, -1.4667, -1.1702)  0.00
H (6.1750, 0.2871, -0.4047)  0.00
H (0.0730, -0.1790, -4.3332)  0.01
H (4.1013, 3.9394, 0.5603)  0.00
H (1.4071, -2.1157, 4.3346)  0.00
H (-1.3157, 0.6847, 2.8524)  0.00
H (-3.1486, 1.3285, 1.4671)  0.00
H (-2.0969, -1.5023, 1.1318)  0.01
H (1.8324, 1.9665, -2.6426)  0.00
H (3.9944, -0.9590, -0.3580)  0.01
H (2.9795, -1.7895, 1.7725)  0.00
H (1.8705, -1.9023, 0.3967)  0.00
H (1.9206, 2.7206, 0.6014)  0.01
H (-2.2870, 2.5205, -2.3483)  0.00
H (-4.0037, -0.3467, 0.1983)  0.00
H (-0.9654, 3.3991, -0.5865)  0.02
H (-1.4407, 0.5803, 5.3075)  0.00
H (-2.7537, 0.8028, -2.5493)  0.00
H (-0.2670, 2.8244, 1.6256)  0.06
H (0.1702, 0.1934, 6.0001)  0.00
H (-1.9921, 1.6993, -3.9032)  0.01
H (-1.5828, -3.5669, -0.8974)  0.00
H (0.7035, 3.1922, -2.0178)  0.00
H (6.2083, 2.7344, 0.0640)  0.01
H (-3.5312, 2.3084, 0.0388)  0.00
H (0.5978, 2.6788, -3.7256)  0.01
H (-4.4845, -2.0508, 0.4640)  0.00
H (-1.0850, -1.0691, 5.9108)  0.00
H (-3.0954, 3.1042, 1.5691)  0.01
H (-3.1560, -3.8033, -0.1489)  0.00
H (-1.7163, -3.6646, 0.8810)  0.00